{
  "formula": "C8H12NOPS2",
  "method": "ωB97M-V/def2-TZVPD",
  "symbols": ["P", "O", "H", "C", "H", "H", "H", "H", "H", "H", "C", "C", "H", "H", "C", "S", "H", "S", "C", "H", "H", "N", "C", "C", "C"],
  "xyz": [[-2.46787, -0.57650, 0.37489], [-3.08581, 0.46975, 1.49151], [-0.98499, -1.70472, -1.01316], [-0.11632, -2.15421, -0.58025], [1.16910, 1.55434, -2.77981], [-0.58354, -0.71204, 1.61715], [-0.47622, 2.06212, 1.21142], [0.27430, -3.01316, -1.13570], [-1.37005, -3.26822, 0.69977], [-3.46146, 1.13624, 0.90816], [0.15874, 1.59730, -0.92334], [-0.67431, -2.49775, 0.81288], [3.67229, 1.51880, 0.60413], [1.93386, 2.03918, 1.99403], [1.22510, 1.52712, -1.81558], [-3.74519, -1.75973, -0.36834], [3.30124, 1.42920, -2.05308], [-1.45729, 1.28454, -1.51312], [2.50909, 1.51903, -1.30868], [0.00778, -2.92438, 1.44956], [0.75789, -1.38827, -0.57781], [-1.34230, -1.35501, 1.45033], [2.71599, 1.58626, 0.08560], [1.67618, 1.84587, 0.92085], [0.36377, 1.78425, 0.44859]],
  "lowdin_charge": [0.230, -0.275, -0.029, -0.102, 0.044, 0.068, 0.137, 0.079, 0.071, 0.033, -0.706, -0.328, 0.103, 0.121, -0.124, 0.318, 0.110, 0.650, -0.061, 0.083, 0.104, -0.146, -0.106, -0.125, -0.150],
  "multiplicity": 1,
  "homo_ev": [-8.244, -8.245],
  "molar_mass_g_mol": 233.298,
  "e_above_lowest_kj_mol": 81.33,
  "gap_ev": [6.615, 6.617],
  "fmax_ha_per_bohr": 0.11850,
  "total_energy_ha": -1579.736162
}


{
  "formula": "C29H48Cl2MoNP",
  "method": "ωB97M-V/def2-TZVPD",
  "symbols": ["C", "H", "H", "C", "H", "H", "H", "C", "H", "H", "H", "C", "C", "H", "C", "H", "H", "C", "C", "H", "H", "H", "C", "N", "H", "C", "H", "C", "H", "C", "H", "H", "C", "Mo", "C", "C", "C", "C", "C", "H", "C", "C", "H", "H", "P", "H", "C", "H", "H", "C", "H", "H", "C", "H", "C", "C", "H", "H", "C", "H", "H", "H", "H", "C", "H", "H", "Cl", "H", "H", "H", "H", "H", "H", "Cl", "H", "C", "H", "H", "C", "H", "H", "H"],
  "xyz": [[2.24013, 3.82913, -1.91675], [3.80198, 2.66996, 0.48357], [0.89809, 0.78157, -2.92685], [3.69828, -1.30440, 0.24725], [-1.11632, 6.04504, 1.30760], [-5.72526, -5.73923, 0.20069], [-5.03274, -5.07476, 3.80548], [2.47442, 3.50041, -4.44421], [5.35763, -0.55774, -0.91227], [3.52161, 3.17204, -4.40113], [5.81183, -1.14446, 0.68688], [0.82074, 4.01026, 3.36864], [-0.45298, -3.60505, -0.10679], [-7.40131, -3.82119, 0.42727], [2.50038, 0.92281, 0.26744], [4.01898, 1.77327, -1.02778], [-6.56521, -6.52416, 1.55988], [2.55448, -0.47954, -0.35889], [2.20923, 4.49419, -3.30608], [2.94146, 5.31199, -3.34430], [2.00070, 4.58640, -1.15738], [5.93324, 1.37065, 0.48902], [-5.75293, -5.82971, 1.29424], [-4.86737, -3.52047, 1.55058], [2.33703, 3.99841, -5.41096], [4.98110, 0.85699, 0.67557], [-6.80093, -5.28953, 3.78787], [1.26381, 2.64137, -1.86117], [1.78111, 4.54248, 3.33105], [-5.97805, -4.63115, 3.47009], [0.52612, 2.57787, -4.57098], [2.01752, -4.67654, -2.21042], [1.56016, 2.27323, -4.35750], [-3.31736, -2.81301, 1.30504], [0.87932, 2.81511, 2.40441], [-2.93802, -3.76527, -0.32652], [-0.18728, 4.22943, 0.59111], [3.82405, 1.65906, 0.04966], [1.01149, -4.47143, -1.84005], [1.92284, 3.76482, 0.77469], [-5.99156, -4.47577, 1.95435], [1.60133, 1.62543, -2.96134], [1.21782, 4.94661, -3.45506], [-3.73815, -4.19536, -0.93377], [0.86339, 1.75790, -0.20042], [-8.14476, -4.62105, 1.81809], [5.04666, -0.57999, 0.14120], [0.69697, 3.64149, 4.39343], [0.02697, -5.28869, -3.58518], [0.82963, -3.86311, -0.58956], [0.26182, 3.05285, -2.09173], [-0.09887, 4.60151, -0.44017], [-1.39767, -4.57069, -2.14425], [2.60957, 1.21398, -2.79289], [0.95309, 3.25456, 0.93417], [-0.24529, 5.42560, 1.55279], [1.69856, -3.60199, 0.02040], [3.26481, 3.49120, -1.70715], [-7.34499, -3.92975, 1.51558], [2.70116, -0.39723, -1.44721], [-6.10732, -3.65902, 3.96227], [4.83876, 0.82776, 1.76549], [3.47246, -1.48791, 1.30849], [-0.11365, -4.81679, -2.61035], [-7.55620, -2.96220, 1.98235], [-2.27403, -4.83712, -2.74239], [-3.58677, -0.57703, 1.04261], [3.74911, -2.28411, -0.24539], [-0.58268, -3.15513, 0.88453], [-0.02022, 2.19537, 2.53793], [-1.27312, 4.50248, 3.20934], [-0.25566, 5.86536, 3.67478], [1.59720, -0.99889, -0.20614], [-2.21016, -3.66769, 3.10464], [1.74091, 2.18625, 2.66830], [-0.30688, 4.98829, 3.02086], [-4.80828, -6.26953, 1.63802], [-1.13838, 3.67851, 0.64529], [-1.60211, -3.97286, -0.86390], [1.84354, 1.53323, -5.11569], [2.38508, 0.79394, 1.35827], [0.64591, 6.05076, 1.40139]],
  "lowdin_charge": [-0.216, 0.100, 0.119, -0.204, 0.102, 0.071, 0.058, -0.219, 0.107, 0.108, 0.099, -0.209, -0.121, 0.069, -0.455, 0.095, 0.061, -0.222, -0.208, 0.101, 0.091, 0.099, -0.092, -0.324, 0.098, -0.208, 0.060, -0.446, 0.107, -0.106, 0.112, 0.047, -0.205, 0.622, -0.219, -0.363, -0.227, -0.216, -0.199, 0.094, -0.708, -0.225, 0.110, -0.017, 1.152, 0.061, -0.214, 0.104, 0.069, -0.167, 0.099, 0.092, -0.117, 0.097, -0.493, -0.210, 0.069, 0.092, -0.099, 0.099, 0.072, 0.110, 0.117, -0.177, 0.069, 0.082, -0.344, 0.102, 0.036, 0.125, 0.115, 0.098, 0.101, -0.268, 0.096, -0.216, 0.077, 0.122, -0.376, 0.105, 0.094, 0.107],
  "multiplicity": 3,
  "total_charge": -2,
  "homo_ev": [2.446, 0.545],
  "molar_mass_g_mol": 608.530,
  "gap_ev": [1.365, 3.254],
  "fmax_ha_per_bohr": 0.09423,
  "total_energy_ha": -2518.500803
}


{
  "formula": "C13H26MoO2S4SbSe6",
  "method": "ωB97M-V/def2-TZVPD",
  "symbols": ["Se", "H", "S", "H", "Se", "C", "S", "H", "H", "C", "H", "H", "C", "O", "C", "Se", "H", "H", "C", "H", "Se", "H", "H", "H", "H", "S", "S", "H", "H", "C", "H", "Sb", "H", "H", "Se", "Se", "H", "H", "C", "C", "C", "H", "C", "C", "Mo", "C", "H", "H", "O", "H", "H", "H", "C"],
  "xyz": [[-1.52288, 0.89147, -1.20246], [3.50709, -1.75423, -2.55621], [-0.76917, -2.91468, -0.42884], [3.52780, -1.24995, -0.51518], [0.59481, 3.00343, 1.00261], [1.15049, -3.30560, -2.52991], [1.74090, -0.81752, 1.00756], [4.49974, 1.07506, -0.64375], [-3.70562, 4.10788, -2.14263], [-0.08449, -3.87026, -1.80085], [-0.90954, -3.95259, -2.50985], [4.18572, 0.46120, -3.09424], [-3.41162, 0.36153, -1.32529], [-3.52240, 3.18507, -1.95391], [0.38090, -3.26857, 0.91640], [-0.89634, 4.79782, 4.25627], [-5.46926, 3.17030, -1.22948], [-3.54805, 0.13496, -2.38546], [3.10130, 0.32088, -3.08766], [-5.26902, -1.20117, -0.24932], [-3.21241, 2.85212, 1.35431], [0.13481, -4.88707, -1.46296], [0.51347, -4.35288, 0.98657], [2.89325, -1.51390, -4.18508], [-5.18031, 2.21597, -2.69305], [1.12398, -1.50108, -2.51756], [2.38421, 1.28724, -1.73852], [2.07058, -3.65231, -2.05076], [4.15072, -0.60216, 0.99790], [-4.56103, 1.26206, -0.85472], [-0.14369, -2.95255, 1.81910], [0.04141, 2.73031, 3.55106], [-5.49964, 2.00976, 0.92451], [2.37746, -3.06372, 1.62865], [1.92536, 1.74085, 4.61120], [-1.65930, -0.45045, 2.33897], [-4.41843, 0.66007, 1.21548], [-3.44456, -0.58406, -0.77461], [-4.53520, 1.57821, 0.64412], [-4.74379, 2.51399, -1.72764], [3.35348, -0.49704, 0.25629], [2.72112, 0.79928, -3.99135], [-5.86550, 0.45066, -1.09814], [2.78477, -1.18442, -3.14757], [-1.24635, 1.44210, 1.14543], [1.75817, -2.61882, 0.84386], [3.21760, 1.65127, 0.40881], [-6.72512, 1.10632, -0.93244], [-6.05866, -0.64941, -0.23120], [2.22452, -2.86016, -0.11334], [-5.88664, 0.12418, -2.14667], [1.15546, -3.70368, -3.54885], [3.46203, 0.89971, -0.34390]],
  "lowdin_charge": [0.540, 0.061, 0.782, 0.045, -0.016, -0.545, 0.776, 0.076, 0.091, -0.550, 0.063, 0.073, -0.500, -0.111, -0.558, -0.187, 0.129, 0.069, -0.550, 0.080, 0.541, 0.072, 0.075, 0.073, 0.123, 0.809, 0.781, 0.062, 0.081, -0.554, 0.019, -0.129, 0.064, 0.081, -0.209, 0.047, 0.031, 0.043, -0.526, -0.242, -0.531, 0.064, -0.237, -0.544, -0.005, -0.538, 0.029, 0.129, -0.052, 0.038, 0.121, 0.072, -0.554],
  "multiplicity": 3,
  "total_charge": -1,
  "homo_ev": [-4.107, -4.543],
  "molar_mass_g_mol": 1034.077,
  "e_above_lowest_kj_mol": 179.18,
  "gap_ev": [5.402, 5.313],
  "fmax_ha_per_bohr": 0.01070,
  "total_energy_ha": -16971.319692
}


{
  "formula": "C3H6OS",
  "method": "ωB97M-V/def2-TZVPD",
  "symbols": ["H", "C", "S", "C", "H", "C", "O", "H", "H", "H", "H"],
  "xyz": [[0.53744, -0.78052, 1.39992], [-0.18324, -0.52409, -1.30059], [-1.04169, 0.78331, 1.70921], [0.53192, 0.55070, -0.47084], [1.10849, 1.14485, 1.55686], [0.49350, 0.37877, 0.99748], [1.27474, 1.38412, -1.02492], [0.47112, -0.85434, -2.10501], [-1.62185, -0.39429, 1.72042], [-0.37368, -1.53419, -0.85167], [-1.19675, -0.15432, -1.63087]],
  "lowdin_charge": [0.142, -0.041, 0.741, -0.513, 0.086, -0.571, 0.050, 0.076, -0.154, 0.083, 0.101],
  "smiles": "CC(=O)CS",
  "multiplicity": 1,
  "homo_ev": -9.315,
  "molar_mass_g_mol": 90.147,
  "e_above_lowest_kj_mol": 120.58,
  "gap_ev": 9.688,
  "fmax_ha_per_bohr": 0.06790,
  "total_energy_ha": -591.287079
}


{
  "formula": "C3H8N4O2",
  "method": "ωB97M-V/def2-TZVPD",
  "symbols": ["H", "O", "H", "C", "H", "C", "H", "H", "H", "O", "H", "H", "N", "N", "N", "N", "C"],
  "xyz": [[2.01579, 1.82650, -0.96451], [-3.67028, 0.24875, 0.53399], [-0.87854, 1.24895, 0.12553], [-1.80502, -0.71988, -0.59152], [-1.75606, -0.46020, -1.66743], [1.55054, 0.16622, 0.03179], [-0.15285, -1.74153, -0.67141], [2.89003, 1.64101, 0.48945], [-2.29633, -1.67733, -0.39024], [-1.79991, 1.49804, 0.37460], [1.18506, -1.31327, 1.37211], [2.91529, -0.79549, 1.20871], [2.42365, 1.17932, -0.29674], [1.93162, -0.72421, 0.98781], [-0.43735, -0.91128, -0.16220], [0.41844, 0.14890, -0.56581], [-2.53410, 0.38552, 0.18585]],
  "lowdin_charge": [0.097, 0.105, 0.065, -0.126, 0.131, -0.551, 0.116, 0.103, 0.130, 0.096, 0.104, 0.103, 0.114, 0.145, -0.112, 0.000, -0.522],
  "smiles": "NC(N)=NNCC(=O)O",
  "multiplicity": 1,
  "homo_ev": -8.659,
  "molar_mass_g_mol": 132.123,
  "e_above_lowest_kj_mol": 60.93,
  "gap_ev": 9.234,
  "fmax_ha_per_bohr": 0.02644,
  "total_energy_ha": -488.618543
}


{
  "formula": "C10H24P",
  "method": "ωB97M-V/def2-TZVPD",
  "symbols": ["C", "C", "C", "C", "H", "H", "C", "H", "H", "H", "C", "C", "H", "H", "H", "H", "H", "H", "H", "H", "H", "C", "H", "H", "H", "H", "H", "H", "H", "H", "H", "C", "P", "H", "C"],
  "xyz": [[1.99266, -1.94650, 0.30082], [4.12090, 0.39686, -0.61659], [-3.16880, 0.53664, 0.54308], [2.85915, 0.38936, 0.32699], [-4.09904, 0.28271, 0.07416], [-2.49067, 0.24314, -2.11888], [-2.33857, -0.61350, -1.61952], [0.92593, 1.42067, 1.82292], [-0.89160, 2.03038, 1.97696], [3.00043, 0.20827, 1.32703], [-2.16082, -0.38979, -0.11984], [-1.88133, -1.84564, 0.28740], [3.93139, 0.84276, -1.64492], [-1.66273, 2.55438, -0.44042], [-2.78238, -2.33394, 0.21868], [4.42084, -0.56329, -0.72496], [-0.77889, 2.09182, -1.72500], [-3.04159, 1.56100, 0.34679], [3.02435, -2.13443, 0.56667], [1.62404, -2.68004, -0.36817], [-3.43413, 0.20764, 1.56708], [-0.77597, 2.16726, -0.71351], [0.10972, 2.77470, -0.66161], [-1.70310, -1.91226, 1.37871], [4.98110, 0.99496, -0.05322], [-0.55191, 0.42732, 2.55605], [1.88790, -0.46192, -1.33112], [-1.20260, -2.40641, -0.27887], [1.21088, -1.93102, 1.16032], [-1.57983, -1.03444, -2.17615], [2.57473, 1.36117, 0.37096], [1.91054, -0.60485, -0.31050], [-0.49395, 0.53317, 0.09956], [-3.28145, -1.33503, -1.82450], [-0.25520, 1.16884, 1.80362]],
  "lowdin_charge": [-0.069, -0.049, -0.061, -0.264, 0.087, 0.030, -0.101, 0.092, 0.046, 0.087, -0.642, -0.101, 0.109, 0.005, 0.058, 0.019, 0.015, 0.052, 0.102, 0.068, 0.112, -0.191, 0.064, 0.096, 0.138, 0.049, 0.070, 0.066, 0.127, 0.055, 0.056, -0.135, 1.072, 0.165, -0.228],
  "multiplicity": 1,
  "total_charge": 1,
  "homo_ev": -12.930,
  "molar_mass_g_mol": 175.276,
  "e_above_lowest_kj_mol": 304.84,
  "gap_ev": 8.576,
  "fmax_ha_per_bohr": 0.08511,
  "total_energy_ha": -736.379695
}